Entry 1:
C43H36CoN3OP2S2Te | ωB97M-V/def2-TZVPD

Last column: Mulliken spin population.
Positions of all 89 atoms, in Å:
Co: 0.52606 -1.03114 -0.84906  2.480
Te: -2.71548 0.69968 2.42969  -0.004
C: -2.48845 2.70950 3.17266  0.000
C: -3.20855 3.78409 2.63771  -0.001
C: -3.13714 5.02388 3.23142  0.000
N: -2.41980 5.29581 4.32642  0.000
C: -1.74527 4.26530 4.84733  0.000
C: -1.74770 2.99130 4.32632  -0.001
C: -1.01089 0.70633 1.10804  0.022
P: 0.40889 -0.31529 1.45696  -0.021
C: 1.68873 0.82853 2.06614  0.012
C: 2.98673 0.30827 2.07740  0.020
C: 4.07105 1.12077 2.31826  -0.005
C: 3.88212 2.48343 2.53263  0.011
C: 2.59728 3.00927 2.51783  -0.007
C: 1.50946 2.19375 2.27453  0.011
C: 0.09834 -1.28145 2.96588  0.029
C: 0.47020 -0.86131 4.24268  -0.007
C: 0.15350 -1.62888 5.34732  -0.002
C: -0.52921 -2.82642 5.19635  0.005
C: -0.90689 -3.24999 3.92883  -0.003
C: -0.59837 -2.48242 2.82570  0.006
P: -1.32521 0.26310 -0.59315  0.035
C: -1.32176 1.88497 -1.43163  0.013
C: -1.25667 3.08320 -0.72671  -0.001
C: -1.08577 4.27911 -1.39609  -0.002
C: -0.96704 4.29356 -2.77746  0.004
C: -1.04568 3.10523 -3.48931  0.001
C: -1.21467 1.90926 -2.82134  -0.009
C: -3.05093 -0.24891 -0.86639  0.001
C: -4.09367 0.64724 -1.09422  -0.002
C: -5.37747 0.18086 -1.30431  0.001
C: -5.63732 -1.17971 -1.27694  0.000
C: -4.60439 -2.07557 -1.03896  -0.002
C: -3.31922 -1.61564 -0.84317  0.008
H: -3.82725 3.63735 1.76438  0.000
H: -3.69757 5.86436 2.83099  0.000
H: -1.18886 4.49373 5.75255  0.000
H: -1.18815 2.20461 4.81100  0.000
H: 3.10815 -0.75040 1.87249  0.005
H: 5.07477 0.70670 2.32577  0.000
H: 4.73290 3.12801 2.71434  0.001
H: 2.45159 4.06936 2.68665  0.001
H: 0.50902 2.60356 2.25330  0.003
H: 1.00510 0.07136 4.36610  0.002
H: 0.43815 -1.29300 6.33863  0.000
H: -0.77384 -3.42352 6.06510  0.001
H: -1.44198 -4.18218 3.80909  0.000
H: -0.87680 -2.80627 1.83197  0.009
H: -1.33115 3.07501 0.35202  0.004
H: -1.04763 5.20657 -0.83697  0.000
H: -0.81828 5.22960 -3.29560  0.000
H: -0.96955 3.12067 -4.56723  0.000
H: -1.24533 0.97193 -3.36160  0.000
H: -3.89202 1.70983 -1.11111  0.001
H: -6.18073 0.88006 -1.50267  0.000
H: -6.64441 -1.54250 -1.44460  0.000
H: -4.80573 -3.13716 -1.02597  0.000
H: -2.50289 -2.31095 -0.68939  -0.006
S: 0.42586 -1.59970 -3.23653  0.136
C: 0.64936 -3.31121 -3.48390  0.160
C: 1.18801 -3.72530 -4.69173  -0.055
C: 1.39377 -5.07015 -5.03092  0.249
C: 2.09329 -5.40322 -6.18227  0.016
N: 2.71709 -5.67057 -7.12431  0.165
C: 0.94519 -6.08221 -4.11605  0.189
C: 0.42475 -5.65969 -2.88703  -0.062
C: 0.30533 -4.33192 -2.55138  0.160
S: -0.21203 -3.99408 -0.88915  0.081
C: 1.02221 -7.44008 -4.39472  0.003
N: 1.04502 -8.58392 -4.58960  0.129
H: 1.47260 -2.97008 -5.41032  -0.008
H: 0.13421 -6.40973 -2.16136  0.000
C: 4.43086 0.99645 -1.60038  0.003
C: 3.60309 2.24358 -1.25174  -0.003
C: 2.15282 1.72443 -1.23551  -0.007
O: 2.24535 0.31447 -1.17100  0.056
C: 3.35518 -0.03311 -1.97068  0.003
H: 4.99494 0.66678 -0.72738  0.000
H: 5.11929 1.17090 -2.42608  0.000
H: 3.73029 3.03395 -1.99057  0.001
H: 3.88530 2.63804 -0.27670  0.000
H: 1.63246 2.01377 -2.15926  0.003
H: 1.57946 2.06713 -0.37231  0.009
H: 3.09158 0.05093 -3.03538  -0.002
H: 3.62509 -1.06727 -1.75255  0.000
C: 1.14720 -2.93766 -0.35105  0.189
H: 1.29124 -3.16056 0.71039  -0.016
H: 2.03890 -3.26639 -0.90115  -0.010

Calculated values
**Energy above the lowest of the compared OMol25 structures with the same formula, charge and spin**: 29.1 kcal per mole
**Charge**: -2
**⟨S²⟩**: 6.04
**Gap between HOMO and LUMO (alpha / beta)**: 2.41 / 5.09 eV
**E_LUMO (alpha / beta)**: 0.127 / 0.127 hartree
**HOMO energy (alpha / beta)**: 1.0 / -1.6 eV
**Multiplicity**: 5

=====

Entry 2:
C43H36GeN5OPdSi | ωB97M-V/def2-TZVPD

Last column: Mulliken charge in e.
Positions of all 88 atoms, in Å:
Pd: -0.32566 0.36214 0.58389  -0.915
N: -0.69742 0.39672 3.03821  0.492
C: -1.39534 -0.70944 3.46000  -0.245
C: -1.34470 -1.17255 4.75600  -0.541
C: -2.06230 -2.31761 5.14761  -0.821
C: -2.83300 -3.01065 4.25936  -0.990
C: -2.87748 -2.58722 2.90846  0.848
C: -3.60344 -3.29323 1.92187  -0.704
C: -3.55547 -2.88781 0.62255  -1.335
C: -2.76570 -1.76334 0.29860  -0.375
N: -2.10145 -1.06823 1.18820  1.045
C: -2.15286 -1.45159 2.49633  0.100
H: -0.17931 0.95466 3.70450  0.286
H: -1.21599 1.01616 2.39618  -0.204
H: -0.75657 -0.63316 5.48649  0.507
H: -2.00320 -2.63810 6.18035  0.371
H: -3.39233 -3.88679 4.55867  0.391
H: -4.17723 -4.16455 2.21622  0.401
H: -4.07979 -3.41035 -0.16488  0.464
H: -2.67492 -1.44179 -0.73284  0.455
Ge: 2.05130 0.46993 0.45027  0.428
C: 2.62436 0.28856 2.32536  0.284
C: 3.47591 1.23830 2.87917  -0.348
C: 3.92686 1.12672 4.18771  -0.607
C: 3.52932 0.05578 4.97066  -0.517
C: 2.67097 -0.89660 4.43731  -0.778
C: 2.22441 -0.77338 3.13141  -0.002
C: 3.01253 -0.99077 -0.46568  0.176
C: 2.86955 -2.31468 -0.05795  0.181
C: 3.54252 -3.34696 -0.68981  -0.592
C: 4.38090 -3.07528 -1.76203  -0.544
C: 4.54709 -1.76389 -2.17590  -0.646
C: 3.87406 -0.73685 -1.52675  -0.290
H: 2.74193 1.75307 -0.08073  -0.445
H: 3.78114 2.09793 2.29483  0.302
H: 4.57981 1.88851 4.59628  0.378
H: 3.87598 -0.03296 5.99325  0.363
H: 2.34126 -1.73391 5.04157  0.419
H: 1.52451 -1.51208 2.75275  0.159
H: 2.21145 -2.55925 0.76913  0.025
H: 3.40639 -4.36640 -0.34970  0.414
H: 4.90138 -3.88024 -2.26629  0.371
H: 5.20408 -1.53435 -3.00663  0.406
H: 4.02933 0.28093 -1.86501  0.482
N: -3.83158 3.64769 1.36778  -0.527
C: -2.57011 3.20528 1.68060  0.776
O: -2.18651 2.11556 1.19187  -0.305
C: -1.78366 4.00760 2.55506  0.068
C: -2.28199 5.23709 3.02776  -0.432
N: -2.76207 6.23347 3.36752  -0.642
C: -0.52698 3.56255 2.98448  0.250
N: 0.50417 3.17282 3.33099  -0.694
H: -4.20256 3.22415 0.53189  0.224
H: -4.06271 4.61382 1.53246  0.236
C: -0.18102 -3.92430 -3.54043  -0.704
C: -0.04339 -3.75476 -2.17321  -1.112
C: -0.01614 -2.47629 -1.63268  0.330
C: -0.12236 -1.33991 -2.42750  0.241
C: -0.27082 -1.53826 -3.80455  -0.216
C: -0.29581 -2.80799 -4.35882  -0.742
Si: -0.16505 0.40645 -1.68147  1.756
C: -1.81661 1.14308 -2.31548  0.814
C: -1.86275 1.65820 -3.61751  -0.502
C: -3.03600 2.13876 -4.18026  -0.892
C: -4.21182 2.12355 -3.44495  -0.623
C: -4.19101 1.63062 -2.14981  -1.284
C: -3.01011 1.15236 -1.59773  -0.295
C: 1.10183 1.45393 -2.62536  0.985
C: 1.14758 2.82504 -2.35030  -0.552
C: 2.03784 3.66619 -2.99152  -0.601
C: 2.92159 3.15228 -3.93339  -0.580
C: 2.90032 1.79846 -4.21830  -0.541
C: 1.99861 0.96239 -3.56742  -0.561
H: -0.19919 -4.91975 -3.96793  0.380
H: 0.05159 -4.61473 -1.52202  0.470
H: 0.09716 -2.35255 -0.56139  0.541
H: -0.37468 -0.68486 -4.46415  0.354
H: -0.40744 -2.92774 -5.43003  0.405
H: -0.95367 1.70772 -4.20543  0.265
H: -3.02782 2.53196 -5.18985  0.416
H: -5.13303 2.49970 -3.87403  0.357
H: -5.09973 1.62115 -1.55811  0.491
H: -3.02371 0.82028 -0.56907  0.639
H: 0.47802 3.24137 -1.60450  0.399
H: 2.05080 4.72113 -2.74911  0.407
H: 3.62545 3.80555 -4.43378  0.361
H: 3.58895 1.38252 -4.94401  0.376
H: 2.01357 -0.09694 -3.79529  0.413

Calculated values
**Energy above the lowest of the compared OMol25 structures with the same formula, charge and spin**: 6.2 kcal per mole
**Charge**: -1
**Gap between HOMO and LUMO**: 7.25 eV
**E_LUMO**: 0.078 hartree
**HOMO energy**: -5.1 eV